The following is a DFT calculation (ωB97M-V/def2-TZVPD) of a gas-phase ion, C4H12N2O (charge +1).

Positions of all 19 atoms, in Å:
N  -1.30985  -1.76891  1.54308
C  -0.50128  -0.63379  1.92945
C  -0.97063  0.63194  1.17000
N  -0.31596  0.83070  -0.11226
C  1.06743  0.90052  -0.29831
C  1.52234  0.53341  -1.75177
O  0.64274  -0.30597  -2.48286
H  -0.11922  -0.55934  -1.95778
H  -0.94334  -2.25883  0.73287
H  -1.30929  -2.43229  2.30934
H  -0.61002  -0.42995  2.98187
H  0.57685  -0.77788  1.81544
H  -0.78285  1.53279  1.75812
H  -2.02202  0.45739  0.94390
H  -1.00828  1.06748  -0.82285
H  1.56923  0.27138  0.42575
H  1.37540  1.93640  -0.13338
H  1.59466  1.46650  -2.32047
H  2.48278  0.03835  -1.65903

Properties
Lowest unoccupied orbital energy (spin up / spin down) ... -3.18 / -7.87 eV
Gap between HOMO and LUMO (spin up / spin down) ... 10.968 / 6.149 eV
Charge ... +1
2S+1 ... 2
Electronic energy ... -9361.049 eV

How positive or negative is each atom? The Mulliken charges in e answer that: -0.61, -0.37, -0.61, -0.11, -0.37, -0.34, -0.47, 0.30, 0.21, 0.26, 0.45, 0.29, 0.31, 0.40, 0.40, 0.30, 0.34, 0.31, 0.31